Entry from the OMol25 dataset: 2 unconnected molecules or ions with the total composition C6H6S (ωB97M-V with the def2-TZVPD basis set).

```
13
Properties=species:S:1:pos:R:3:forces:R:3:nbo_charge:R:1
C 1.045133 -0.080447 -0.292037 0.1 0.3 1.5 0.027
C 0.443425 0.853057 0.403863 1.9 0.1 0.3 -0.094
C 1.523049 1.307921 -0.573553 -0.9 1.1 -1.0 -0.365
C 0.207429 -1.311176 -0.541901 -0.4 1.3 2.6 -0.458
C -0.886254 0.495831 0.818875 -0.8 0.6 3.9 -0.205
C -1.029193 -0.911644 0.378061 -1.5 -2.2 -0.3 -0.301
S -2.130555 0.400551 -0.338161 -0.9 -0.3 -1.1 0.187
H 2.509638 1.794470 -0.213041 -1.7 -1.1 -0.7 0.231
H 1.021544 1.677417 -1.522896 1.4 0.4 0.8 0.190
H -0.092675 -1.221552 -1.552596 -0.2 -1.1 -1.2 0.246
H 0.651965 -2.197418 -0.080076 0.0 -0.2 -1.1 0.245
H -1.630223 0.962102 2.605277 1.5 -0.8 -3.0 0.038
H -1.633286 -1.769106 0.908191 1.4 2.1 -0.8 0.259
```
Forces are in eV/Å.

Calculated values
**Orbital gap (alpha / beta)**: 8.18 / 8.15 eV
**LUMO energy (alpha / beta)**: -0.013 / -0.012 Eh

Entry from the OMol25 dataset: 3 unconnected molecules or ions with the total composition C2H10N2O2 (ωB97M-V with the def2-TZVPD basis set).

```
16
Properties=species:S:1:pos:R:3:forces:R:3:nbo_charge:R:1
N 0.477338 0.844385 -2.076690 -0.5 -0.5 0.9 -0.832
C -0.226294 0.192880 -1.061472 -0.4 0.3 0.4 -0.066
C -1.538368 -0.031732 -1.233379 -0.2 -0.6 -0.4 -0.136
N -2.546859 -0.295026 -0.262071 1.2 -0.8 0.4 -0.826
H -0.136945 1.156872 -2.808408 0.8 0.1 -0.4 0.387
H 1.469639 0.764266 -2.134130 0.1 -0.1 -0.5 0.387
H 0.300906 -0.043682 -0.131883 -0.1 0.6 -0.1 0.189
H -1.812277 -0.281502 -2.258019 -0.4 0.8 0.0 0.180
H -2.137633 -0.171022 0.656846 -0.3 -0.1 0.1 0.346
H -3.372399 0.271090 -0.322896 -0.1 0.3 -0.3 0.370
O -0.272482 1.467629 2.944803 -0.4 -1.0 0.6 -0.932
H 0.141273 2.282526 2.725400 0.5 1.0 -0.4 0.468
H -0.813742 1.231474 2.194546 -0.1 0.0 -0.3 0.464
O 3.258765 -2.119433 0.947719 0.3 -0.4 -0.7 -0.933
H 3.351723 -2.703720 0.169789 -0.2 0.4 0.6 0.467
H 4.165996 -1.829944 1.097884 -0.1 0.1 0.1 0.466
```
Forces are in eV/Å.

Calculated values
**SMILES string**: N/C=C/N.O.O
**Orbital gap**: 7.87 eV
**LUMO energy**: 0.028 Eh

Entry from the OMol25 dataset: a gas-phase ion, C4H5N2O2 (charge -1) (ωB97M-V with the def2-TZVPD basis set).

```
13
Properties=species:S:1:pos:R:3:forces:R:3:nbo_charge:R:1
C -0.003561 -0.887209 1.257675 4.3 1.9 0.2 -0.409
N -0.309625 0.504074 0.916937 -2.1 0.4 0.0 -0.319
N 0.571315 1.111726 -0.087743 -0.7 -1.8 -0.9 -0.504
C -0.603107 1.092938 -0.986080 0.1 1.5 0.3 -0.185
C -1.456941 0.578243 -0.065174 0.0 -0.5 -0.6 -0.042
C -3.134411 -0.100214 -0.045056 2.6 0.6 0.1 0.838
O -3.705142 -0.074507 -1.105372 -0.2 0.6 -1.8 -0.729
O -3.424686 -0.536742 1.038110 -0.1 -0.5 2.0 -0.736
H -0.286090 -1.062027 2.282597 -0.5 -0.4 0.1 0.201
H -0.385435 -1.550823 0.509734 -0.1 -0.8 -0.1 0.193
H 1.219427 -0.847414 1.271949 -2.8 -0.7 -0.1 0.173
H 0.861005 2.018620 0.251010 -0.3 0.3 0.0 0.337
H -0.633736 1.626509 -1.958119 -0.2 -0.6 0.7 0.183
```
Forces are in eV/Å.

Calculated values
**SMILES string**: Cn1[nH]cc1C(=O)[O-]
**Orbital gap**: 8.57 eV
**Net charge**: -1
**LUMO energy**: 0.157 Eh